Record 1
Density functional theory data (the ωB97M-V functional and the def2-TZVPD basis) for a structure of composition C34H60N2O2SiYb.

Output
LUMO energy (alpha / beta): -2.507 / -2.866 eV
E: -82708.6297 eV
frontier orbital gap (alpha / beta): 8.3 / 8.0 eV
strongest force on any atom: 2.26 eV/Å
spin multiplicity: 2
energy relative to the best compared isomer or geometry (same formula, charge and spin): 0.000 eV
charge: +1
HOMO energy (alpha / beta): -10.8 / -10.8 eV

Element x y z (Å)
O 1.6433 -1.8807 -1.3155
O 0.7424 -0.5516 -3.1785
C 2.8762 -1.8830 -0.6039
C 3.0268 -2.9905 0.4006
H 3.0064 -0.8856 -0.1442
H 3.6353 -1.9563 -1.3980
H 2.4183 -2.7936 1.2899
H 4.0748 -3.0492 0.7110
H 2.7557 -3.9656 -0.0198
C 0.5377 -2.7318 -0.9037
C 0.3859 -3.8910 -1.8680
H -0.3675 -2.0912 -0.9087
H 0.6544 -3.0644 0.1489
H 0.1225 -3.5440 -2.8793
H -0.4109 -4.5690 -1.5304
H 1.3202 -4.4607 -1.9100
C -0.3667 0.0642 -3.8277
C 1.8250 -1.0536 -3.9772
C -1.5685 -0.8373 -3.6871
H -0.1014 0.2919 -4.8714
H -0.5564 1.0172 -3.3129
H -1.3655 -1.8052 -4.1681
H -2.4534 -0.3743 -4.1474
H -1.7981 -1.0256 -2.6239
C 1.4024 -2.0031 -5.0643
H 2.4969 -1.5622 -3.2754
H 2.3656 -0.1862 -4.3848
H 0.9011 -2.8895 -4.6662
H 2.3036 -2.3449 -5.5815
H 0.7616 -1.5074 -5.7885
H 1.0990 -0.0208 -1.4638
N -0.8983 -0.5311 2.9739
C -1.5746 0.0525 3.9694
C -2.2493 1.2939 3.8754
C -2.6453 1.9616 2.7019
C -1.6513 -0.6677 5.2950
H -0.6677 -1.0765 5.5773
H -2.3697 -1.5034 5.2302
H -1.9865 0.0339 6.0689
C -3.5968 3.1147 2.7586
H -4.2690 3.1350 1.8905
H -3.0688 4.0767 2.7807
H -4.2012 3.0217 3.6638
N -2.1604 1.6095 1.5153
C -0.5542 -1.9180 3.0667
C 0.7299 -2.3397 3.4992
C 1.7466 -1.3477 3.9779
C 1.0417 -3.7023 3.4880
H 2.0453 -4.0237 3.7837
C 0.0951 -4.6510 3.1069
H 0.3502 -5.7108 3.1050
C -1.1697 -4.2356 2.7056
H -1.9149 -4.9571 2.3726
C -1.5190 -2.8884 2.7121
C -2.9127 -2.4604 2.3635
C -2.2580 2.2857 0.2783
C -1.4763 3.4433 -0.0025
C -0.6291 4.0875 1.0632
C -1.4574 3.9403 -1.3087
H -0.9046 4.8617 -1.4968
C -2.1435 3.2752 -2.3282
H -2.1476 3.6886 -3.3293
C -2.8522 2.0960 -2.0555
H -3.4042 1.5791 -2.8378
C -2.8932 1.5724 -0.7660
C -3.5402 0.2520 -0.4473
Yb -0.1266 0.8297 1.2241
H 2.2861 -0.8805 3.1387
H 2.5095 -1.8483 4.5993
H 1.3126 -0.5450 4.5871
H -2.9213 -1.5611 1.7283
H -3.5326 -2.2466 3.2539
H -3.4135 -3.2686 1.8127
H -0.1141 4.9589 0.6282
H 0.1722 3.4369 1.4912
H -1.2304 4.4564 1.9112
H -3.8691 0.2066 0.6029
H -2.8661 -0.6166 -0.5991
H -4.4246 0.0869 -1.0784
H -2.5932 1.7263 4.8084
C 1.1167 1.0586 -0.9885
Si 2.1655 2.3043 -2.0071
H 0.0968 1.4955 -0.9141
H 1.6837 1.0160 -0.0285
C 3.8040 1.4548 -2.3300
C 2.5098 3.8092 -0.9314
C 1.4328 2.8851 -3.6568
H 2.0036 3.7564 -4.0196
H 0.3793 3.1972 -3.5909
H 1.5004 2.1110 -4.4286
H 4.3228 1.3106 -1.3754
H 4.4653 2.0286 -2.9931
H 3.6511 0.4663 -2.7771
H 2.7615 3.5209 0.0961
H 1.6836 4.5262 -0.8769
H 3.3786 4.3489 -1.3290
C 1.7184 1.7316 2.2555
H 2.5028 0.9673 2.2221
H 1.2539 1.7402 3.2604
H 2.1207 2.7135 2.0026

Mulliken population analysis, charges in e, atoms 1 to 99: 0.2362, 0.0900, 0.2371, -1.7167, 0.0580, 0.2660, 0.4005, 0.4560, 0.2998, 1.0545, -1.3468, -0.7669, 0.0038, 0.0819, 0.4753, 0.2612, 0.1965, 0.1431, -1.0757, 0.4853, -0.5866, 0.3707, 0.4195, -0.0376, -1.3778, -0.2933, 0.3264, 0.2452, 0.4524, 0.3524, -0.4819, 1.2356, 1.5594, -1.9804, 1.0099, -1.6715, 0.2486, 0.2437, 0.4977, -1.6359, 0.3374, 0.2257, 0.5253, 1.4347, -1.0134, 1.0602, -1.1607, -0.5189, 0.4025, -0.9599, 0.4187, -0.9575, 0.4354, 1.3145, -1.5583, -1.0561, 1.2498, -1.3083, -0.5808, 0.4692, -1.0880, 0.4639, -0.5849, 0.6206, 0.9705, -1.5325, 0.0972, 0.0315, 0.5172, 0.2984, 0.1341, 0.2785, 0.4517, 0.4495, 0.2101, 0.2046, 0.4165, 0.0069, 0.5468, 0.4396, 2.8734, 0.2695, -1.5524, -0.2551, -1.1368, -1.0993, -0.9267, 0.5302, 0.2139, 0.2087, 0.3433, 0.4292, 0.2132, 0.2459, 0.2467, 0.4583, -1.8426, 0.5041, 0.3651



Record 2
Density functional theory data (the ωB97M-V functional and the def2-TZVPD basis) for a cluster of 10 separate species, C34H60O14 in total.

Output
LUMO energy: 0.304 eV
E: -64895.6496 eV
frontier orbital gap: 9.7 eV
strongest force on any atom: 3.23 eV/Å
energy relative to the best compared isomer or geometry (same formula, charge and spin): 1.748 eV
HOMO energy: -9.4 eV
SMILES: O=C1CCCO1.O=C1CCCO1.O=C1CCCO1.O=C1CCCO1.CC(C)=O.CC(C)=O.CC(C)=O.CC(C)=O.CC(C)=O.CC(C)=O

Element x y z (Å)
C 0.3365 -4.3876 -0.8586
C 0.8910 -4.3654 -2.2556
O 0.1270 -4.1526 -3.1778
C 2.3479 -4.7823 -2.4726
H 0.8171 -5.1330 -0.2265
H -0.7436 -4.4155 -0.8645
H 0.6494 -3.5041 -0.3800
H 2.7473 -4.5212 -3.4335
H 2.3239 -5.8657 -2.3130
H 2.9790 -4.3174 -1.7605
C 4.5607 2.6347 2.2293
C 3.3110 2.2984 1.4304
O 2.6747 1.3162 1.7071
C 2.9754 3.1349 0.2133
H 4.7551 3.7095 2.3290
H 5.4342 2.2274 1.7128
H 4.4619 2.2060 3.2710
H 2.3434 2.4912 -0.3601
H 3.7873 3.5623 -0.3043
H 2.4265 4.0418 0.4158
C 0.7604 0.8722 -4.4042
C 0.9115 2.2434 -3.7737
O 2.0003 2.7280 -3.8006
C -0.2966 2.9968 -3.3089
H 1.6796 0.3157 -4.2399
H 0.5995 0.9826 -5.4728
H -0.1134 0.3005 -4.1263
H -0.7956 3.4925 -4.1456
H 0.0435 3.6798 -2.5631
H -0.9960 2.3374 -2.8224
C 5.2473 1.9257 -3.7684
C 5.0892 1.5493 -2.3484
O 5.6064 2.3182 -1.5394
C 4.3389 0.3430 -1.8841
H 5.9209 1.2375 -4.2597
H 5.6675 2.9185 -3.8272
H 4.2868 1.8571 -4.2508
H 4.4294 0.2271 -0.8379
H 4.6658 -0.6155 -2.3200
H 3.2332 0.4139 -2.0914
C -4.6163 1.1057 0.0239
C -3.9914 -0.1009 0.6592
O -3.5001 -0.9330 -0.0188
C -3.9371 -0.1821 2.1710
H -4.2574 1.1773 -1.0186
H -4.4356 2.0560 0.5265
H -5.6731 0.8941 -0.0389
H -4.9357 -0.0966 2.5872
H -3.3710 0.6496 2.6120
H -3.5230 -1.1420 2.5272
C 5.4307 -0.8776 1.7417
C 4.1117 -1.6128 1.8390
O 3.6684 -2.2312 0.8990
C 3.2774 -1.5213 3.1509
H 5.9997 -0.7355 2.6714
H 5.1601 0.1752 1.4471
H 6.0487 -1.2603 0.9457
H 3.9063 -1.1877 3.9851
H 2.8038 -2.4777 3.3243
H 2.4663 -0.8219 2.9944
O -1.6688 -6.7451 2.8007
C -1.6292 -5.5403 2.7183
O -1.2648 -4.9969 1.5835
C -1.3956 -3.5601 1.6810
C -2.1577 -3.2417 2.9980
C -2.0368 -4.5694 3.7728
H -1.8702 -3.0788 0.8043
H -0.3969 -3.1451 1.7547
H -3.2128 -3.0022 2.9695
H -1.6749 -2.3979 3.4841
H -2.9898 -4.8677 4.2400
H -1.3109 -4.4396 4.5433
O -3.8513 1.8604 -4.2739
C -3.7712 0.6626 -4.2238
O -2.8147 0.0695 -3.4549
C -2.8439 -1.3406 -3.6541
C -4.3553 -1.6199 -4.0093
C -4.5516 -0.4151 -4.8530
H -2.5587 -1.8611 -2.7389
H -2.1518 -1.5415 -4.4675
H -5.0483 -1.4910 -3.1125
H -4.5831 -2.5160 -4.5547
H -5.5687 -0.0555 -4.9729
H -4.0671 -0.4938 -5.8546
O -4.7479 2.9235 3.0834
C -3.7417 3.4029 3.5764
O -3.2377 2.9440 4.7088
C -2.1405 3.6461 5.2294
C -1.6182 4.4969 4.0986
C -2.8714 4.5626 3.1940
H -1.3386 2.9257 5.5825
H -2.4625 4.2440 6.1130
H -0.8569 3.9314 3.6175
H -1.1533 5.4024 4.4507
H -2.5632 4.6229 2.0993
H -3.5058 5.3987 3.4488
O -0.8907 0.2854 3.0393
C -0.5770 0.2479 1.8958
O -0.3062 -0.9523 1.2261
C -0.0157 -0.6719 -0.1224
C -0.4423 0.7394 -0.4605
C -0.4043 1.3890 0.8977
H -0.6283 -1.4111 -0.7246
H 1.0569 -0.8037 -0.3166
H -1.4536 0.7492 -0.9317
H 0.2998 1.1859 -1.1506
H -1.2775 2.0179 1.0932
H 0.5346 1.8714 1.0259

Mulliken population analysis, charges in e, atoms 1 to 99: -0.2634, 0.6056, -0.5936, -1.2156, 0.4729, 0.3417, -0.2489, 0.3562, 0.3190, 0.2974, -1.3905, 0.7959, -0.2245, -0.9272, 0.4430, 0.3220, 0.2880, -0.0474, 0.4237, 0.4318, -0.7541, 0.9078, -0.5730, -0.8284, 0.2720, 0.4691, -0.1067, 0.3815, 0.3163, -0.0189, -1.1601, 0.9016, -0.5958, 0.1832, 0.3500, 0.3148, 0.2376, -0.4932, 0.5274, -0.2451, -0.9742, 0.8005, -0.4666, 0.6770, 0.0589, 0.1697, 0.4672, 0.5949, -0.4337, -0.9311, -0.7716, 0.9237, -0.4929, -0.9509, 0.3794, -0.3485, 0.3557, 0.3731, 0.4233, 0.0279, -0.6597, 0.4132, -0.2885, 0.8680, -0.7129, -0.4852, 0.0924, -0.2616, 0.2319, 0.3522, 0.2630, 0.2387, -0.6466, 0.4162, -0.0450, -0.2801, -0.3857, -0.5812, 0.0329, 0.3248, 0.1786, 0.3994, 0.3758, 0.2409, -0.6373, 0.6878, -0.3533, -0.4106, -0.2312, -0.4894, 0.2825, 0.2743, -0.0086, 0.3488, 0.2321, 0.3744, -0.6580, -0.1609, 0.2411



- Which of these has the highest E?
  C34H60O14



- Which of these has the highest E?
  C34H60O14



- Which of these has the lowest strongest force on any atom?
  C34H60N2O2SiYb